Computed, not measured: the ion C11H14O3P with charge -1 in a non-equilibrium geometry, with ωB97M-V with the def2-TZVPD basis set.

Geometry as XYZ:
```
29
Properties=species:S:1:pos:R:3:forces:R:3
C 2.08216 3.76727 1.23386 -0.64 -0.96 3.52
C 1.28133 2.67765 0.61243 -0.91 -1.08 0.65
C 1.28438 1.37648 0.93472 1.51 1.49 -0.27
C 0.43755 0.39795 0.25180 0.53 -0.24 -0.59
C 1.01949 -1.04246 0.36099 1.13 0.28 1.05
C 0.67775 -1.95015 -0.83794 1.46 0.37 0.29
C -0.82943 -2.20240 -0.86034 -0.21 -0.30 0.02
C -1.11740 -3.14663 0.33435 0.47 0.13 0.54
C -1.51430 -0.88435 -0.73592 -0.53 0.14 1.21
P -1.36753 0.29655 0.63897 -0.24 -1.59 0.18
C -2.23828 1.56361 -0.44458 0.77 -0.38 0.90
O -2.45625 2.71365 -0.13717 -0.10 -0.07 -0.44
O -2.69085 0.95611 -1.52133 -0.99 1.92 -0.54
C -2.27533 -0.38671 -1.73528 0.13 -0.65 0.55
O -2.67889 -0.88974 -2.75298 -0.68 -0.54 -2.11
H 2.24657 3.56732 2.38914 -0.47 0.05 -2.03
H 3.05865 3.64650 0.86989 1.53 0.97 -0.84
H 1.61177 4.75245 1.26937 0.39 -0.06 -0.79
H 0.55914 2.88595 -0.14810 -0.44 0.79 -0.39
H 2.12729 1.01248 1.53454 -0.58 -0.04 0.50
H 0.22259 0.64825 -0.79382 1.14 0.10 -0.13
H 0.56416 -1.50796 1.25771 0.17 0.31 -0.24
H 2.16694 -1.04404 0.70329 -2.19 0.23 -1.31
H 1.02338 -1.46277 -1.79164 -0.20 -0.60 0.82
H 1.25419 -2.87501 -0.60295 -0.31 0.20 -0.80
H -1.09193 -2.70064 -1.83905 -0.02 0.64 1.02
H -2.13276 -2.98199 0.82996 1.56 -0.24 -0.59
H -0.21526 -3.03534 1.03196 -1.90 -0.31 -0.33
H -1.00914 -4.15202 -0.05187 -0.37 -0.55 0.14
```
Forces are in eV/Å.

Properties
HOMO energy = -3.064 eV
Structure (SMILES) = C/C=C/[C@H]1CC[C@@H](C)C2=P1=C([O-])OC2=O
Net charge = -1
ΔE to the lowest compared entry with this formula, charge and spin = 43.6 kcal per mole

natural (NBO) population analysis, charges in e, atoms 1 to 4: -0.646 -0.200 -0.170 -0.565